w | {"formula": "C4H8O", "method": "wB97M-V/def2-TZVPD", "species": ["O", "C", "C", "C", "C", "H", "H", "H", "H", "H", "H", "H", "H"], "xyz": [[1.15, -1.01, -0.11], [-0.26, 0.84, -0.87], [0.01, -0.19, 0.17], [-0.60, -0.51, -1.36], [0.17, 0.32, 1.66], [-0.69, 0.76, 2.18], [0.09, -0.89, -2.14], [0.95, 1.13, 1.65], [-1.15, 1.45, -0.72], [-1.58, -0.93, -1.43], [0.60, 1.37, -1.25], [0.74, -1.89, -0.09], [0.59, -0.45, 2.31]], "lowdin_charge": [-0.087, -0.156, -0.419, -0.044, -0.018, 0.066, 0.109, 0.087, 0.117, 0.072, 0.114, 0.096, 0.064], "smiles": "CC1(O)CC1", "homo_energy_ev": -8.52, "homo_lumo_gap_ev": 9.57, "spin_multiplicity": 1, "total_charge": 0}

***

x | {"formula": "C4H8O", "method": "wB97M-V/def2-TZVPD", "species": ["O", "C", "C", "C", "C", "H", "H", "H", "H", "H", "H", "H", "H"], "xyz": [[0.74, -2.06, -0.43], [0.65, 1.26, -0.67], [-0.65, 0.41, -0.53], [-0.56, -0.45, 0.74], [0.06, -1.79, 0.54], [0.27, 0.19, 1.05], [0.50, 1.98, -1.48], [0.94, 1.85, 0.22], [-0.71, -0.23, -1.41], [-0.05, -2.54, 1.36], [-1.36, -0.43, 1.49], [1.51, 0.62, -0.91], [-1.52, 1.07, -0.46]], "lowdin_charge": [0.038, -0.113, -0.242, -0.175, -0.261, 0.091, 0.063, 0.078, 0.102, 0.119, 0.118, 0.078, 0.103], "smiles": "CCCC=O", "homo_energy_ev": -9.86, "homo_lumo_gap_ev": 10.92, "spin_multiplicity": 1, "total_charge": 0}

***

y | {"formula": "C4H8O", "method": "wB97M-V/def2-TZVPD", "species": ["O", "C", "C", "C", "C", "H", "H", "H", "H", "H", "H", "H", "H"], "xyz": [[-1.46, 1.56, 2.14], [-1.07, 1.17, 1.00], [-0.28, -0.13, 0.97], [0.99, -0.08, -1.26], [-0.04, -0.80, -0.35], [0.71, 0.19, 1.42], [-0.91, -1.04, -0.92], [-1.66, 1.42, 0.05], [0.58, 0.84, -1.78], [1.90, 0.24, -0.68], [1.58, -0.68, -2.20], [-0.70, -0.82, 1.67], [0.35, -1.86, -0.07]], "lowdin_charge": [-0.008, -0.207, -0.210, -0.141, -0.292, 0.140, 0.081, 0.139, 0.068, 0.060, 0.127, 0.110, 0.132], "smiles": "CCCC=O", "homo_energy_ev": -9.84, "homo_lumo_gap_ev": 10.47, "spin_multiplicity": 1, "total_charge": 0}

***

z | {"formula": "C4H8O", "method": "wB97M-V/def2-TZVPD", "species": ["O", "C", "C", "C", "C", "H", "H", "H", "H", "H", "H", "H", "H"], "xyz": [[-1.78, 0.02, -1.17], [-1.12, 1.04, -0.66], [-0.71, 0.60, 0.73], [1.45, -0.29, -0.32], [0.32, -0.54, 0.68], [-2.02, 0.26, -2.08], [-1.60, 0.26, 1.28], [2.18, -1.12, -0.29], [-0.20, -1.47, 0.41], [0.74, -0.69, 1.68], [1.07, -0.22, -1.34], [1.99, 0.64, -0.10], [-0.30, 1.46, 1.27]], "lowdin_charge": [-0.007, -0.080, -0.248, -0.121, -0.267, 0.101, 0.111, 0.070, 0.102, 0.104, 0.063, 0.077, 0.095], "homo_energy_ev": -8.43, "homo_lumo_gap_ev": 9.30, "spin_multiplicity": 1, "total_charge": 0}

***

Stability order, top to bottom: x, y, z, w

***

w | {"formula": "C4H8O", "method": "wB97M-V/def2-TZVPD", "species": ["O", "C", "C", "C", "C", "H", "H", "H", "H", "H", "H", "H", "H"], "xyz": [[2.14, 1.36, -0.58], [0.28, -0.90, -0.49], [-1.35, 0.11, 0.35], [-0.14, -0.68, 0.94], [-0.75, -0.21, -1.00], [1.13, -1.41, -0.93], [-2.33, -0.34, 0.55], [-0.40, -1.58, 1.51], [-1.39, 1.17, 0.62], [1.27, 1.07, -0.88], [-1.05, 0.04, -2.02], [2.04, 1.44, 0.38], [0.55, -0.07, 1.55]], "lowdin_charge": [-0.062, -0.120, -0.171, -0.173, -0.107, 0.106, 0.101, 0.102, 0.102, -0.003, 0.100, 0.030, 0.095], "smiles": "C1=CCC1.O", "homo_energy_ev": -9.78, "homo_lumo_gap_ev": 10.80, "spin_multiplicity": 1, "total_charge": 0}

***

x | {"formula": "C4H8O", "method": "wB97M-V/def2-TZVPD", "species": ["O", "C", "C", "C", "C", "H", "H", "H", "H", "H", "H", "H", "H"], "xyz": [[1.24, -1.48, -0.77], [-0.13, 0.59, -0.26], [-1.50, -0.04, -0.02], [0.86, 0.39, 0.86], [1.21, -0.12, -0.49], [-2.03, 0.61, 0.69], [0.57, -0.36, 1.59], [2.05, 0.41, -0.95], [1.40, 1.24, 1.25], [0.48, -1.64, -1.34], [-0.21, 1.58, -0.70], [-2.15, -0.13, -0.90], [-1.45, -1.03, 0.47]], "lowdin_charge": [-0.013, -0.274, -0.078, -0.088, -0.343, 0.079, 0.112, 0.141, 0.100, 0.092, 0.125, 0.069, 0.077], "smiles": "C[C@H]1C[C@H]1O", "homo_energy_ev": -9.79, "homo_lumo_gap_ev": 10.79, "spin_multiplicity": 1, "total_charge": 0}

***

Stability order, top to bottom: x, w

***

w | {"formula": "C4H8O", "method": "wB97M-V/def2-TZVPD", "species": ["O", "C", "C", "C", "C", "H", "H", "H", "H", "H", "H", "H", "H"], "xyz": [[0.38, -0.90, -0.55], [-1.65, 0.35, 0.20], [1.47, 0.40, -0.82], [0.77, -0.22, 0.97], [-0.55, -0.63, 0.50], [-0.91, -1.61, 0.85], [2.46, 0.45, -0.37], [1.29, -1.06, 1.46], [-2.22, 0.57, 1.11], [1.56, 0.06, -1.85], [-1.25, 1.29, -0.19], [-2.35, -0.07, -0.54], [0.99, 1.38, -0.78]], "lowdin_charge": [-0.151, -0.043, -0.028, 0.022, -0.455, 0.143, 0.063, 0.066, 0.083, 0.077, 0.074, 0.081, 0.067], "homo_energy_ev": -7.95, "homo_lumo_gap_ev": 8.98, "spin_multiplicity": 1, "total_charge": 0}

***

x | {"formula": "C4H8O", "method": "wB97M-V/def2-TZVPD", "species": ["O", "C", "C", "C", "C", "H", "H", "H", "H", "H", "H", "H", "H"], "xyz": [[1.67, -1.15, -0.39], [-1.66, 0.53, 0.22], [2.43, -0.21, 0.33], [0.71, -0.11, -0.38], [-0.62, -0.58, 0.17], [-0.96, -1.40, -0.47], [2.89, 0.43, -0.47], [-1.83, 0.96, -0.77], [-0.45, -1.01, 1.17], [-2.62, 0.15, 0.59], [-1.35, 1.34, 0.89], [0.67, 0.42, -1.33], [1.12, 0.63, 0.43]], "lowdin_charge": [-0.177, -0.104, 0.050, -0.329, -0.214, 0.122, 0.040, 0.076, 0.125, 0.073, 0.077, 0.144, 0.118], "homo_energy_ev": -8.53, "homo_lumo_gap_ev": 9.52, "spin_multiplicity": 1, "total_charge": 0}

***

Stability order, top to bottom: x, w

***

w | {"formula": "C4H8N4O", "method": "wB97M-V/def2-TZVPD", "species": ["O", "N", "N", "N", "N", "C", "C", "C", "C", "H", "H", "H", "H", "H", "H", "H", "H"], "xyz": [[2.43, -1.74, 0.29], [1.62, 1.95, -0.05], [-0.88, 1.14, 0.91], [-0.96, -2.09, 0.57], [-1.27, 0.31, -1.19], [1.32, -1.32, 0.32], [-0.37, 0.27, -0.10], [0.02, -1.11, 0.36], [1.16, 0.90, -0.62], [2.34, 2.40, -0.63], [-2.05, 0.93, -1.00], [-0.16, 1.25, 1.62], [-1.62, -0.62, -1.39], [-1.55, -1.87, 1.38], [-0.97, 2.08, 0.52], [1.53, 0.56, -1.61], [-0.59, -3.03, 0.64]], "lowdin_charge": [0.162, 0.084, 0.067, 0.087, 0.092, -0.151, -0.567, -0.297, -0.154, 0.052, 0.082, 0.081, 0.080, 0.093, 0.081, 0.112, 0.093], "smiles": "[H]/N=C/C(N)(N)C(N)=C=O", "homo_energy_ev": -8.30, "homo_lumo_gap_ev": 8.58, "spin_multiplicity": 1, "total_charge": 0}

***

x | {"formula": "C4H8N4O", "method": "wB97M-V/def2-TZVPD", "species": ["O", "N", "N", "N", "N", "C", "C", "C", "C", "H", "H", "H", "H", "H", "H", "H", "H"], "xyz": [[3.02, -2.17, -0.11], [2.85, 1.38, -0.03], [1.71, 1.55, 0.40], [0.90, 0.50, 0.56], [3.38, 0.13, -0.26], [-1.13, -0.05, -0.54], [2.91, -1.01, -0.13], [-0.50, 0.77, 0.53], [-2.59, -0.48, -0.36], [-0.89, 0.36, -1.44], [-3.40, 0.13, -0.81], [-2.79, -0.44, 0.70], [-0.61, -0.99, -0.38], [-0.97, 0.53, 1.52], [-2.61, -1.51, -0.72], [-0.57, 1.83, 0.51], [1.29, -0.51, 0.55]], "lowdin_charge": [0.169, -0.061, -0.021, -0.069, 0.104, -0.238, -0.342, -0.234, -0.087, 0.087, 0.082, 0.058, 0.104, 0.127, 0.072, 0.112, 0.137], "smiles": "CCCN/N=N\\N=C=O", "homo_energy_ev": -9.37, "homo_lumo_gap_ev": 9.39, "spin_multiplicity": 1, "total_charge": 0}

***

Stability order, top to bottom: w, x